One molecule with the formula C6H13NO3S2 at a distorted geometry, computed with wB97M-V/def2-TZVPD.

LUMO energy: -0.2 eV
2S+1: 1
relative energy (zero: lowest compared OMol25 entry of this formula, charge and spin): 0.7419 eV
electronic energy: -35733.759 eV
orbital gap: 9.257 eV

```
25
Properties=species:S:1:pos:R:3:forces:R:3
C 0.715 -0.563 0.255 -0.0138 -0.5710 2.2266
C 2.395 1.023 -0.952 1.6527 -1.1161 -1.0237
C -2.086 1.948 1.153 -0.1427 0.4922 -1.0995
C 2.036 0.005 0.185 1.9425 0.3506 -1.6192
C -2.312 1.135 -0.121 0.6600 1.8927 -1.1675
C -1.670 -0.199 -0.143 -2.0616 -2.0222 0.6742
N -0.256 -0.171 -0.437 -1.4785 3.4256 -3.7524
O -0.303 -2.960 -0.672 0.0440 -0.4456 -0.2629
O 1.178 -4.395 0.707 -0.7191 -0.3599 0.8364
O 2.158 -2.629 -0.578 -2.2921 -0.3719 0.7094
S 0.473 -1.702 1.635 0.3655 0.7409 -0.3523
S 0.916 -3.145 0.077 2.4699 -0.5070 -2.1501
H 3.553 1.156 -0.899 -2.0413 -0.4269 -0.3643
H 2.038 2.039 -0.939 -0.6506 0.2953 0.5613
H 2.115 0.616 -2.003 0.6923 0.3877 1.7439
H -2.728 2.844 0.974 0.9978 -0.1909 0.6401
H -2.566 1.385 1.972 0.7532 0.3263 0.0258
H -0.980 2.181 1.252 -1.4931 -0.1043 0.4687
H 2.062 0.409 1.201 0.8544 0.2634 -0.0348
H 2.738 -0.872 0.029 -0.7205 1.1280 0.8576
H -1.913 1.628 -1.042 -0.2310 0.4157 0.6228
H -3.385 1.138 -0.317 0.0240 -0.7459 0.0630
H -1.837 -0.604 0.867 0.3807 -0.5592 -0.6068
H -2.263 -0.770 -0.885 0.9477 -0.3614 0.3634
H -0.079 0.502 -1.319 0.0597 -1.9361 2.6402
```
Positions in Å, forces in eV/Å.

Charges obtained by natural (NBO) population analysis, quoted in units of e:
1 C 0.367
2 C -0.648
3 C -0.619
4 C -0.547
5 C -0.397
6 C -0.243
7 N -0.486
8 O -0.972
9 O -0.922
10 O -0.981
11 S -0.071
12 S 2.295
13 H 0.244
14 H 0.214
15 H 0.219
16 H 0.223
17 H 0.217
18 H 0.209
19 H 0.257
20 H 0.334
21 H 0.182
22 H 0.228
23 H 0.235
24 H 0.240
25 H 0.423


C25H37Cl3F5NNiO6Te as an isolated structure at a distorted geometry, computed with wB97M-V/def2-TZVPD.

LUMO energy (spin up / spin down): 4.3 / 4.3 eV
2S+1: 3
total charge: -2
relative energy (zero: lowest compared OMol25 entry of this formula, charge and spin): 0.6368 eV
electronic energy: -139788.278 eV
orbital gap (spin up / spin down): 6.132 / 6.065 eV

```
79
Properties=species:S:1:pos:R:3:forces:R:3
Ni 0.360 0.144 -0.122 0.1212 -0.5540 0.5271
O 0.197 -3.259 0.939 0.0270 -0.3744 0.0253
Cl 0.232 -2.078 1.732 -0.4111 0.2383 0.0814
O 0.191 -2.389 3.122 0.2368 0.0316 0.1184
O 1.412 -1.309 1.379 0.5685 0.2051 -0.0998
O -0.878 -1.178 1.400 -0.1554 -0.1139 0.1970
Cl -3.653 3.512 -2.162 -0.0049 0.0639 -0.0382
C -3.514 2.004 -1.233 0.0388 -0.2251 0.3402
Cl -1.881 1.359 -1.249 0.0134 0.4031 -0.5264
H -4.161 1.258 -1.679 -0.0175 0.0206 -0.0171
H -3.788 2.218 -0.206 -0.0163 -0.0141 -0.0051
F -2.663 -1.363 -2.593 0.0106 -0.2147 0.1123
Te -2.196 -2.245 -0.962 0.7342 0.4029 -1.7757
F -2.429 -3.226 0.607 0.2026 0.0090 -0.0686
F -1.548 -3.835 -1.761 -0.0499 0.3374 0.0790
F -3.243 -0.949 -0.083 0.1603 -0.0336 -0.0680
F -3.838 -3.045 -1.409 -0.3437 -0.1330 0.3338
O -0.535 -1.461 -1.228 -1.1256 -0.1997 1.0129
C 1.484 4.000 -5.489 -0.0181 0.0243 -0.0389
C 1.214 3.702 -4.034 0.0080 0.0398 0.0065
C 0.738 4.692 -3.188 0.0053 -0.0317 -0.0126
C 0.514 4.381 -1.844 -0.0072 -0.0148 0.0032
C -0.013 5.431 -0.900 -0.0067 0.0236 0.0594
C 0.761 3.108 -1.376 0.0398 0.0428 0.0450
C 1.231 2.058 -2.207 -0.0459 0.0760 0.0206
C 1.455 2.421 -3.556 0.0014 -0.0202 -0.0835
N 1.444 0.820 -1.661 -0.0205 -0.1239 -0.0222
C 2.252 -0.160 -2.408 -0.0117 -0.1000 -0.0318
C 2.572 -1.339 -1.481 0.0593 0.0260 -0.0242
C 3.625 0.430 -2.803 0.0559 0.0373 0.0087
C 1.509 -0.760 -3.617 -0.0426 -0.0201 -0.0823
H 1.215 5.029 -5.736 -0.0005 0.0000 0.0061
H 0.910 3.338 -6.143 -0.0044 -0.0066 0.0097
H 2.540 3.860 -5.735 0.0025 -0.0014 0.0108
H 0.548 5.694 -3.560 0.0018 0.0008 -0.0068
H 0.129 6.435 -1.308 0.0027 -0.0043 -0.0010
H 0.486 5.378 0.070 -0.0031 -0.0159 -0.0160
H -1.082 5.292 -0.716 -0.0100 -0.0123 -0.0180
H 0.621 2.895 -0.323 -0.0517 -0.0062 -0.0546
H 1.815 1.692 -4.267 -0.0051 0.1163 0.0600
H 3.000 -0.979 -0.544 -0.0087 -0.0010 -0.0341
H 3.318 -1.980 -1.961 -0.0264 -0.0246 -0.0211
H 1.696 -1.949 -1.263 -0.0236 0.0239 0.0091
H 4.305 0.363 -1.950 -0.0126 0.0298 0.0168
H 3.579 1.475 -3.100 -0.0116 -0.0453 -0.0192
H 4.062 -0.141 -3.628 0.0145 -0.0299 0.0194
H 0.554 -1.164 -3.279 -0.0010 -0.0043 0.0106
H 2.098 -1.579 -4.043 0.0084 -0.0075 0.0012
H 1.307 -0.045 -4.413 0.0057 -0.0834 0.0446
C 3.988 0.366 1.937 -0.0224 -0.0907 -0.0525
C 3.404 1.773 2.075 0.0219 0.0221 0.0397
C 3.240 2.433 0.709 -0.0271 -0.0256 -0.0611
C 2.172 1.828 2.969 -0.0084 -0.0174 0.0391
C 2.413 1.976 4.332 0.0827 0.0239 -0.0372
C 1.405 2.165 5.260 -0.0425 -0.0092 -0.0005
C 0.107 2.295 4.781 0.0094 0.0727 -0.0005
C -0.195 2.156 3.436 0.0566 -0.0126 -0.0311
C -1.615 2.458 2.992 -0.0465 -0.0345 0.0813
C -2.436 1.232 2.594 0.0073 -0.0004 -0.1116
C -1.675 3.520 1.891 0.0065 0.0178 -0.0477
C 0.827 1.786 2.508 -0.0555 -0.0902 0.2543
O 0.491 1.492 1.285 -0.0737 0.2289 -0.4703
H 4.862 0.377 1.277 0.0229 0.0247 0.0269
H 3.256 -0.325 1.526 0.0880 0.0949 0.0334
H 4.294 -0.028 2.910 -0.0138 0.0034 0.0122
H 4.149 2.368 2.620 0.0245 -0.0044 -0.0210
H 2.642 1.827 0.027 0.1211 0.0494 0.1041
H 4.225 2.579 0.251 0.0035 0.0011 0.0099
H 2.758 3.409 0.793 0.0130 0.0040 0.0244
H 3.449 1.961 4.663 -0.0090 0.0005 0.0178
H 1.625 2.258 6.317 0.0000 0.0088 -0.0053
H -0.701 2.531 5.468 0.0062 -0.0025 0.0062
H -2.094 2.898 3.876 -0.0333 -0.0352 0.0030
H -2.085 0.810 1.654 -0.0331 0.0407 0.0677
H -3.489 1.513 2.474 -0.0104 -0.0107 -0.0057
H -2.376 0.440 3.342 0.0228 0.0183 0.0100
H -1.230 3.144 0.971 -0.0044 -0.0101 -0.0067
H -1.136 4.425 2.181 0.0080 -0.0014 0.0232
H -2.715 3.797 1.687 0.0029 -0.0034 0.0046
```
Positions in Å, forces in eV/Å.

Charges obtained by Löwdin population analysis, quoted in units of e:
1 Ni 0.675
2 O -0.326
3 Cl 0.693
4 O -0.294
5 O -0.365
6 O -0.437
7 Cl 0.500
8 C -0.958
9 Cl 0.715
10 H 0.029
11 H 0.016
12 F -0.431
13 Te 1.827
14 F -0.367
15 F -0.394
16 F -0.402
17 F -0.404
18 O -0.604
19 C -0.074
20 C -0.297
21 C -0.060
22 C -0.287
23 C -0.060
24 C -0.066
25 C -0.307
26 C -0.026
27 N -0.030
28 C -0.599
29 C -0.067
30 C -0.049
31 C -0.044
32 H 0.060
33 H 0.071
34 H 0.069
35 H 0.092
36 H 0.063
37 H 0.072
38 H 0.062
39 H 0.070
40 H 0.082
41 H 0.058
42 H 0.085
43 H 0.058
44 H 0.071
45 H 0.060
46 H 0.074
47 H 0.066
48 H 0.076
49 H 0.056
50 C -0.063
51 C -0.367
52 C -0.068
53 C -0.122
54 C -0.082
55 C -0.132
56 C -0.078
57 C -0.130
58 C -0.366
59 C -0.066
60 C -0.075
61 C -0.276
62 O -0.180
63 H 0.071
64 H 0.036
65 H 0.074
66 H 0.115
67 H 0.042
68 H 0.076
69 H 0.080
70 H 0.099
71 H 0.076
72 H 0.095
73 H 0.114
74 H 0.028
75 H 0.072
76 H 0.085
77 H 0.039
78 H 0.079
79 H 0.071


A 2-piece molecular cluster, CH7NO overall, computed with wB97M-V/def2-TZVPD.

LUMO energy: 0.8 eV
2S+1: 1
relative energy (zero: lowest compared OMol25 entry of this formula, charge and spin): 0.2928 eV
electronic energy: -4687.635 eV
orbital gap: 10.990 eV

```
10
Properties=species:S:1:pos:R:3:forces:R:3
C -1.540 -0.610 -0.025 -0.3210 -0.5329 0.3214
H -1.879 -0.990 0.949 0.0667 0.1214 -0.3273
H -0.668 -1.204 -0.324 -0.0230 0.0937 -0.0287
H -2.342 -0.768 -0.761 0.1494 0.0185 0.1855
H -1.124 1.119 -0.736 0.0833 0.3108 -0.1347
H 2.617 0.900 0.196 0.1344 -0.5312 -0.0199
H 1.632 -0.232 -0.379 -0.0027 -0.0867 -0.0394
H 2.722 -0.656 0.750 -0.0326 0.4987 -0.5524
N 2.596 -0.084 -0.099 -0.1156 0.1317 0.6333
O -1.237 0.759 0.143 0.0610 -0.0239 -0.0378
```
Positions in Å, forces in eV/Å.

Charges obtained by natural (NBO) population analysis, quoted in units of e:
1 C -0.250
2 H 0.184
3 H 0.154
4 H 0.165
5 H 0.462
6 H 0.357
7 H 0.352
8 H 0.356
9 N -1.065
10 O -0.715


A 2-piece molecular cluster, C5H11P overall at a distorted geometry, computed with wB97M-V/def2-TZVPD.

LUMO energy (spin up / spin down): -0.2 / 0.2 eV
2S+1: 1
relative energy (zero: lowest compared OMol25 entry of this formula, charge and spin): 4.9764 eV
electronic energy: -14646.346 eV
orbital gap (spin up / spin down): 8.488 / 7.563 eV

```
17
Properties=species:S:1:pos:R:3:forces:R:3
C 0.653 -0.231 1.990 1.9020 -1.0218 -1.6552
C -0.320 -0.157 -1.868 1.2404 0.3718 1.5903
C 0.223 -0.608 0.789 1.5492 1.3694 0.4054
C -2.790 1.613 1.144 -0.6018 -0.0809 -0.0624
C 2.302 -0.743 -1.468 0.8578 -1.7365 0.3340
P 0.964 0.184 -0.664 -1.1179 0.6585 -1.0589
H 0.245 -0.663 2.816 -1.5125 -0.8946 2.3965
H 1.689 0.028 2.147 0.0177 1.2670 -0.1450
H -0.125 0.101 -2.888 -0.3326 0.0200 -0.4611
H -1.285 -0.172 -1.412 -0.8075 0.0181 -0.4403
H -0.630 -1.210 0.775 -1.4903 -0.7391 -0.5437
H -2.415 1.914 2.128 0.1797 -0.3360 -0.4945
H -2.291 0.754 0.587 -1.0890 1.5701 0.7842
H -3.773 2.130 0.904 1.4858 -1.1247 -0.2155
H 3.342 -0.337 -1.492 -1.0331 -0.0498 0.2806
H 2.318 -1.774 -1.010 0.1822 0.9085 -0.6754
H 1.895 -0.830 -2.478 0.5699 -0.2001 -0.0393
```
Positions in Å, forces in eV/Å.

Charges obtained by natural (NBO) population analysis, quoted in units of e:
1 C -0.339
2 C -0.713
3 C -0.499
4 C -0.517
5 C -0.947
6 P 0.814
7 H 0.183
8 H 0.191
9 H 0.196
10 H 0.188
11 H 0.211
12 H 0.164
13 H 0.177
14 H 0.176
15 H 0.239
16 H 0.237
17 H 0.240